C6H7F3N2 | ωB97M-V/def2-TZVPD

Atoms and positions in Å:
C: 0.9579 -1.6250 -0.0602
C: 0.6701 -0.8971 1.0032
C: 0.2810 -1.2893 -1.2969
C: 0.0565 0.4554 0.8470
C: -1.0046 0.4251 -0.2977
C: -2.5084 -0.3912 0.1691
N: -0.5695 -0.3102 -1.4919
N: -1.1636 1.7543 -0.6308
F: -3.0296 0.3509 1.1908
F: -3.2217 -0.2285 -0.9796
F: -2.5856 -1.6527 0.4934
H: 1.4030 -2.5503 -0.0443
H: 1.0301 -1.1226 1.9545
H: 0.2628 -2.0022 -2.1895
H: -0.3914 0.7195 1.7764
H: 0.7913 1.3417 0.6210
H: -1.8556 1.8109 -1.3845
H: -1.4587 2.4172 0.0503

Forces on the atoms, in the same order (eV/Å):
C -1.881 0.858 -0.338
C 0.944 1.458 -0.744
C -2.301 1.012 -2.471
C -0.041 0.276 -0.993
C 1.255 -1.939 2.036
C 2.160 3.151 -1.629
N 0.690 -1.724 1.110
N -1.962 1.080 -2.491
F -0.158 -0.542 -0.726
F -0.605 -0.004 0.976
F 0.448 -0.635 0.313
H 1.217 -1.940 0.346
H 0.595 -0.656 1.454
H 0.880 0.992 1.197
H -0.653 0.369 0.740
H -0.974 -1.984 0.192
H 0.434 0.221 -0.025
H -0.049 0.009 1.054

Results
Structure (SMILES)   N[C@]1(C(F)(F)F)CC=CC=N1
HOMO   -9.36 eV
LUMO   0.10 eV
Kohn-Sham gap   9.45 eV
ΔE to the lowest compared entry with this formula, charge and spin   34.6 kcal/mol

=====

C26H50Cl28N5OS | ωB97M-V/def2-TZVPD

Atoms and positions in Å:
C: -5.8755 0.9463 -1.2505
N: -6.5731 -0.0237 -1.7634
N: -6.2510 -1.2163 -1.1709
C: -5.3139 -0.8648 -0.2935
S: -4.5716 -2.2087 0.6797
C: -3.1395 -2.7751 -0.3838
C: -3.3964 -4.2785 -0.7419
C: -2.8980 -4.7450 -2.1607
C: -1.8620 -3.7967 -2.8549
C: -2.6494 -2.8094 -3.7775
C: -1.8234 -1.5729 -4.2668
C: -0.8844 -0.9567 -3.1852
N: -0.8112 0.5354 -3.2372
C: -0.0315 1.1067 -2.3479
N: 1.3292 0.8059 -2.0581
C: 1.2059 0.4002 -0.6014
C: 0.1310 1.4684 -0.1251
N: -0.3313 2.1248 -1.4097
O: -5.0243 0.4496 -0.2744
H: -5.8376 2.0171 -1.4829
H: -2.1900 -2.6330 0.1836
H: -3.1224 -2.0795 -1.2490
H: -2.9777 -4.9387 0.0539
H: -4.4992 -4.4602 -0.7093
H: -3.7768 -4.9235 -2.8156
H: -2.3744 -5.7222 -2.0088
H: -1.2196 -4.4471 -3.5071
H: -1.1824 -3.3107 -2.1210
H: -2.9298 -3.3846 -4.6935
H: -3.5946 -2.4654 -3.3028
H: -1.2755 -1.7615 -5.2204
H: -2.5708 -0.7741 -4.5304
H: 0.1369 -1.3910 -3.3342
H: -1.1759 -1.2183 -2.1405
H: -1.3668 1.1007 -3.8942
H: 1.7231 0.0048 -2.5644
H: 0.7081 -0.5948 -0.7085
H: 2.1536 0.3819 -0.0185
H: 0.5680 2.1208 0.6533
H: -0.7196 0.8065 0.1614
H: -1.3423 2.2606 -1.4502
C: 3.1970 3.6358 -0.3895
Cl: 3.7720 3.2149 1.2251
Cl: 1.9286 4.8651 -0.3231
H: 4.0293 4.0214 -0.9705
H: 2.7972 2.7429 -0.8632
C: 2.9385 4.8790 4.4081
Cl: 1.4791 5.7878 4.8231
Cl: 4.3992 5.7419 4.8996
H: 2.9097 3.9187 4.9152
H: 2.9645 4.7296 3.3337
C: -4.3220 2.1726 -5.0314
Cl: -4.9113 3.0337 -3.6106
Cl: -2.5537 2.2688 -5.1447
H: -4.6171 1.1296 -4.9603
H: -4.7522 2.6190 -5.9226
C: -0.4924 -4.8454 -7.1001
Cl: 0.0588 -5.1970 -5.4525
Cl: -1.7865 -3.6436 -7.1246
H: 0.3465 -4.4662 -7.6752
H: -0.8619 -5.7631 -7.5470
C: 3.4890 1.0537 -5.3955
Cl: 2.7834 -0.3574 -4.5837
Cl: 3.7688 0.7322 -7.1048
H: 2.8047 1.8917 -5.3013
H: 4.4358 1.2930 -4.9209
C: 0.7115 -6.9876 -0.4731
Cl: 1.6011 -6.3811 -1.8778
Cl: -0.3712 -5.7539 0.1840
H: 0.1219 -7.8477 -0.7759
H: 1.4223 -7.2780 0.2956
C: -0.8661 -2.7989 3.0030
Cl: 0.6767 -3.6216 2.7521
Cl: -2.2274 -3.8399 2.5734
H: -0.9525 -2.5207 4.0488
H: -0.8948 -1.9086 2.3804
C: 0.7770 4.7454 8.4601
Cl: 2.0571 3.6278 8.9555
Cl: -0.8250 4.0244 8.6791
H: 0.8422 5.6520 9.0631
H: 0.9108 4.9912 7.4114
C: -0.6804 8.5125 8.2310
Cl: -1.5270 7.6144 6.9667
Cl: 0.8990 7.7937 8.5764
H: -0.5351 9.5365 7.9012
H: -1.2811 8.4969 9.1352
C: -1.0426 5.4022 -3.2966
Cl: -2.5986 5.9984 -2.7046
Cl: -0.0556 6.7104 -3.9528
H: -0.5069 4.9380 -2.4721
H: -1.2229 4.6716 -4.0800
C: 6.6463 6.1698 -0.3443
Cl: 5.9914 5.5245 -1.8576
Cl: 5.6794 5.6698 1.0498
H: 7.6602 5.8032 -0.2176
H: 6.6495 7.2539 -0.3994
C: -1.4485 0.6698 10.6477
Cl: 0.0629 -0.2188 10.4243
Cl: -2.8441 -0.3066 10.1717
H: -1.5476 0.9383 11.6949
H: -1.4222 1.5679 10.0367
C: 3.7144 -7.4943 2.9297
Cl: 3.1994 -5.8556 2.5051
Cl: 4.2581 -8.3820 1.5021
H: 4.5326 -7.4323 3.6404
H: 2.8761 -8.0211 3.3752
C: 4.5659 -4.5453 -0.4311
Cl: 5.9481 -5.1718 -1.3343
Cl: 4.6889 -2.7927 -0.1961
H: 3.6573 -4.7618 -0.9839
H: 4.5305 -5.0282 0.5415

Forces on the atoms, in the same order (eV/Å):
C -0.026 -1.519 0.339
N -0.451 1.694 -0.815
N 1.871 1.895 1.399
C -0.482 -2.849 -0.482
S 0.356 1.507 -0.176
C -0.325 0.058 -0.050
C -0.543 -0.050 -0.337
C 0.951 -0.300 0.738
C -0.680 -0.731 -0.704
C 0.838 0.000 -0.295
C -0.807 1.046 -0.031
C 0.860 -1.042 -0.409
N 0.496 0.011 -0.391
C 3.079 2.286 1.632
N -1.835 -2.120 0.375
C -0.616 0.586 -0.756
C 0.188 -1.523 -0.058
N -0.915 -1.834 -1.437
O -0.319 -0.117 -0.388
H -0.192 -0.898 0.296
H -0.762 -0.119 -0.368
H -0.094 -0.674 0.397
H -0.155 0.660 -0.590
H 0.853 0.277 0.031
H 0.653 0.175 0.249
H -0.622 0.636 -0.196
H -0.544 0.854 0.712
H -0.548 -0.276 -0.337
H 0.004 0.469 0.790
H 0.623 -0.209 -0.167
H -0.185 -0.020 0.953
H 0.548 -0.613 0.143
H -0.705 0.400 0.120
H -0.140 0.137 -0.870
H -0.394 -0.492 0.808
H -0.279 0.685 -0.217
H 0.787 0.499 1.080
H -0.704 0.043 -0.653
H -0.790 -0.005 -0.627
H 0.505 1.154 0.808
H 0.224 0.334 0.522
C 0.034 -0.042 -0.172
Cl -0.273 -0.550 0.022
Cl -0.052 -0.006 -0.061
H -0.016 0.092 0.157
H -0.044 0.063 0.071
C 0.060 -0.124 -0.029
Cl -0.094 -0.034 -0.037
Cl 0.027 -0.078 -0.053
H 0.000 0.123 0.087
H -0.033 0.157 0.062
C -0.499 -0.132 0.160
Cl 0.115 0.147 -0.306
Cl 0.006 0.293 -0.517
H 0.123 0.032 0.064
H 0.182 0.090 0.054
C 0.183 -0.185 -0.139
Cl 0.131 -0.061 -0.293
Cl -0.021 -0.027 -0.193
H -0.047 0.062 0.120
H -0.060 0.056 0.125
C 0.144 0.353 -0.159
Cl 0.087 -0.291 -0.195
Cl -0.025 0.047 0.109
H -0.043 -0.127 -0.022
H -0.038 -0.166 -0.012
C -0.011 -0.155 0.087
Cl 0.010 -0.069 -0.058
Cl 0.063 -0.132 0.024
H -0.006 0.129 -0.079
H 0.024 0.157 -0.061
C 0.016 0.130 0.075
Cl 0.024 0.185 0.084
Cl 0.009 -0.083 0.261
H -0.003 -0.120 -0.045
H -0.027 -0.097 -0.028
C 0.156 -0.034 0.220
Cl 0.060 -0.002 -0.062
Cl -0.119 0.068 -0.053
H -0.098 -0.838 -0.083
H -0.056 -0.088 0.054
C -0.126 0.145 0.042
Cl -0.041 0.031 -0.008
Cl 0.077 0.938 -0.018
H 0.071 -0.115 -0.071
H 0.068 -0.126 -0.049
C 0.106 -0.074 0.034
Cl -0.009 -0.134 0.032
Cl 0.052 -0.106 -0.005
H -0.016 0.143 0.010
H -0.068 0.147 -0.027
C 0.160 0.185 0.211
Cl 0.068 0.042 -0.105
Cl 0.299 0.312 -0.125
H -0.115 -0.097 -0.032
H -0.125 -0.080 -0.054
C 0.005 0.175 0.019
Cl 0.046 0.082 0.022
Cl -0.067 0.063 0.015
H 0.007 -0.147 -0.041
H 0.038 -0.162 -0.030
C 0.062 -0.198 0.145
Cl -0.121 -0.008 0.182
Cl -0.025 -0.010 0.019
H 0.004 0.075 -0.129
H -0.011 0.077 -0.116
C -0.020 -0.222 -0.004
Cl -0.067 -0.039 0.009
Cl -0.112 0.094 0.056
H 0.095 0.087 -0.023
H 0.153 0.164 -0.174

Results
Total charge   +1
HOMO   -11.29 eV
LUMO   -3.69 eV
Kohn-Sham gap   7.61 eV

=====

C44H110O22 | ωB97M-V/def2-TZVPD

Atoms and positions in Å:
C: 4.1736 -0.8895 4.5925
O: 4.0762 -0.7869 5.9905
C: 5.1428 -0.1312 6.5988
C: 5.0961 -0.3704 8.0927
O: 4.1696 0.3686 8.8156
C: 4.3032 1.7624 8.7079
H: 4.2478 0.0854 4.0882
H: 3.2412 -1.3224 4.2270
H: 4.9981 -1.5368 4.2705
H: 5.1249 0.9397 6.3620
H: 6.1160 -0.5344 6.2783
H: 6.1082 -0.1570 8.4777
H: 4.9155 -1.4238 8.2956
H: 3.9842 2.1218 7.7198
H: 5.3170 2.1376 8.8936
H: 3.6047 2.1714 9.4354
C: 0.5164 -8.6016 5.5405
O: 0.8351 -8.4563 4.1640
C: 0.5823 -7.1752 3.7226
C: 1.1018 -7.0211 2.3178
O: 0.6005 -7.9795 1.4332
C: 1.4663 -9.0794 1.1938
H: 0.6449 -9.6443 5.8162
H: -0.5232 -8.2922 5.6925
H: 1.1921 -7.9996 6.1590
H: 1.0992 -6.4030 4.3270
H: -0.4690 -6.8616 3.8163
H: 2.2006 -7.0255 2.3339
H: 0.8729 -6.0424 1.8883
H: 1.4979 -9.7800 2.0324
H: 2.4821 -8.7513 0.9355
H: 1.0688 -9.6064 0.3239
C: -0.1222 -4.4164 -2.2326
O: 0.2422 -3.5961 -3.3034
C: 1.6144 -3.2859 -3.2502
C: 1.9761 -2.0463 -4.0222
O: 1.3448 -0.9144 -3.5053
C: 1.9262 0.2622 -4.0561
H: -1.1611 -4.7339 -2.3256
H: -0.0893 -3.9143 -1.2476
H: 0.5336 -5.2945 -2.1515
H: 2.2082 -4.1501 -3.5692
H: 1.8825 -3.0716 -2.2027
H: 1.6995 -2.1370 -5.0836
H: 3.0726 -1.9595 -3.9697
H: 2.9269 0.4188 -3.6339
H: 1.3400 1.1220 -3.7354
H: 1.9962 0.2152 -5.1499
C: -8.2222 -1.3871 4.3755
O: -7.5157 -0.3263 3.7668
C: -6.2260 -0.1468 4.2893
C: -5.1456 -0.9695 3.6383
O: -4.9007 -0.5309 2.3456
C: -3.9716 -1.3028 1.5869
H: -9.2452 -1.3397 4.0136
H: -8.2447 -1.2277 5.4618
H: -7.7664 -2.3500 4.1313
H: -6.2479 -0.2866 5.3813
H: -5.9319 0.9045 4.1669
H: -5.4583 -2.0383 3.6395
H: -4.2685 -1.0293 4.3097
H: -2.9691 -1.2038 2.0095
H: -4.0133 -0.8970 0.5755
H: -4.3425 -2.3306 1.4901
C: 2.1316 8.3470 -4.3136
O: 1.8954 7.2432 -3.4786
C: 0.5630 6.8690 -3.3222
C: 0.3564 6.2019 -1.9905
O: -1.0189 5.9390 -1.8663
C: -1.3321 5.3889 -0.6161
H: 1.3938 9.1306 -4.1077
H: 2.0817 8.0709 -5.3760
H: 3.1318 8.7372 -4.1366
H: 0.2686 6.1822 -4.1318
H: -0.1566 7.6948 -3.4190
H: 0.6722 6.8663 -1.1715
H: 0.9321 5.2736 -1.8547
H: -1.3060 6.1190 0.1941
H: -0.7184 4.5034 -0.3964
H: -2.3295 4.9496 -0.6979
C: -1.2099 3.6839 -4.0186
O: -1.5145 3.6142 -5.3861
C: -2.7771 3.0306 -5.6234
C: -3.1707 3.4040 -7.0383
O: -4.5134 3.1463 -7.3696
C: -4.7738 1.7717 -7.5148
H: -1.9502 4.2711 -3.4705
H: -0.2465 4.1773 -3.9317
H: -1.1447 2.6834 -3.5668
H: -3.5322 3.3466 -4.8968
H: -2.6672 1.9400 -5.5799
H: -2.5246 3.0075 -7.8296
H: -3.0562 4.4932 -7.0891
H: -4.5768 1.1951 -6.5972
H: -4.1709 1.3028 -8.3054
H: -5.8316 1.6122 -7.7227
C: 4.4879 -0.1615 0.9230
O: 4.1855 -1.4756 1.2773
C: 4.6611 -2.4262 0.3619
C: 4.4509 -3.7917 0.9531
O: 4.9335 -4.7568 0.0553
C: 4.9060 -6.0334 0.6237
H: 4.0788 0.4902 1.6837
H: 4.0698 0.0779 -0.0668
H: 5.5701 -0.0376 0.7739
H: 5.7271 -2.2547 0.1550
H: 4.1280 -2.2828 -0.5908
H: 3.3975 -3.9914 1.1967
H: 5.0048 -3.8497 1.9041
H: 3.9268 -6.3186 1.0191
H: 5.7179 -6.1382 1.3545
H: 5.1308 -6.7740 -0.1495
C: 6.4182 5.5887 -4.2984
O: 5.4829 4.5819 -4.5311
C: 4.1792 5.0112 -4.2765
C: 3.2511 3.8304 -4.1374
O: 3.7645 2.8285 -3.3015
C: 3.6928 3.1346 -1.9305
H: 6.5784 5.8068 -3.2398
H: 6.1960 6.4874 -4.8907
H: 7.3660 5.2420 -4.7212
H: 3.8026 5.7215 -5.0241
H: 4.1423 5.5458 -3.3130
H: 3.0497 3.3446 -5.0969
H: 2.2617 4.1875 -3.8136
H: 4.5295 3.7859 -1.6519
H: 3.8407 2.1827 -1.4153
H: 2.7449 3.5511 -1.5747
C: 0.0637 1.5403 -1.0995
O: 0.7947 0.6949 -0.2778
C: -0.0835 -0.2827 0.2448
C: 0.7163 -1.2591 1.0711
O: -0.2064 -2.0918 1.7367
C: 0.3993 -3.1766 2.3722
H: -0.8688 1.9063 -0.6516
H: -0.1540 1.0733 -2.0677
H: 0.6805 2.4135 -1.3279
H: -0.5065 -0.7880 -0.6322
H: -0.8547 0.2133 0.8427
H: 1.4073 -0.7602 1.7590
H: 1.2971 -1.8548 0.3473
H: 0.8194 -3.8665 1.6251
H: -0.3023 -3.6945 3.0223
H: 1.2477 -2.8889 3.0144
C: -3.3092 2.7267 5.8545
O: -3.1643 2.3283 4.5182
C: -2.0107 2.8236 3.8960
C: -1.8834 2.1763 2.5400
O: -2.5138 2.8661 1.4891
C: -3.9398 2.7451 1.5256
H: -3.5665 3.7885 5.9397
H: -2.3977 2.4973 6.4204
H: -4.1214 2.1412 6.2830
H: -1.1167 2.7105 4.5242
H: -2.1194 3.9134 3.7608
H: -2.2671 1.1461 2.6070
H: -0.8343 2.0468 2.2584
H: -4.2737 3.0178 0.5194
H: -4.3728 3.3814 2.2972
H: -4.2528 1.6997 1.6149
C: -2.2801 -1.4859 -3.6467
O: -3.6763 -1.3217 -3.7347
C: -4.2646 -1.1226 -2.4604
C: -5.7397 -1.0337 -2.6475
O: -6.2265 -2.3018 -3.0154
C: -7.6292 -2.2984 -3.1381
H: -1.7721 -0.5702 -3.3316
H: -1.8805 -1.8152 -4.6077
H: -2.0274 -2.3479 -3.0128
H: -3.8947 -0.1569 -2.0734
H: -3.9787 -1.9317 -1.7792
H: -5.9833 -0.2572 -3.3797
H: -6.2042 -0.7495 -1.6871
H: -7.9760 -3.2775 -3.4497
H: -7.9549 -1.4954 -3.8134
H: -8.1079 -2.0765 -2.1674

Forces on the atoms, in the same order (eV/Å):
C -0.398 0.045 -0.410
O -0.434 -0.267 -0.265
C 0.398 -0.127 0.277
C 1.038 0.116 -0.027
O -0.523 0.091 0.302
C -0.547 0.188 -0.235
H 0.260 0.008 0.239
H 0.066 -0.142 0.119
H 0.060 0.133 0.088
H 0.117 -0.007 -0.039
H -0.116 -0.005 -0.273
H -0.005 0.073 -0.015
H -0.212 -0.052 -0.089
H 0.084 -0.010 0.093
H 0.037 -0.220 0.126
H 0.166 0.153 0.071
C 0.041 0.068 -0.358
O 0.086 -0.686 0.672
C 0.071 1.678 -0.076
C 0.485 0.322 -0.320
O 0.140 -0.438 -0.379
C -0.238 -0.139 -0.279
H -0.070 -0.069 -0.095
H 0.054 -0.055 0.254
H -0.128 0.093 -0.007
H 0.192 -0.261 0.086
H -0.191 -0.551 -0.225
H 0.000 -0.371 0.107
H -0.390 0.077 0.318
H 0.055 0.183 0.072
H -0.079 0.063 0.164
H -0.030 0.054 0.078
C -0.238 -0.373 0.832
O -0.106 0.262 -0.209
C 0.020 0.294 0.805
C -0.018 -0.523 -0.737
O -0.040 0.527 0.134
C 0.227 -0.025 0.568
H 0.095 -0.074 -0.425
H 0.283 0.252 -0.284
H -0.154 -0.041 -0.125
H 0.094 0.077 -0.153
H 0.049 -0.109 -0.004
H 0.108 -0.187 0.002
H -0.038 0.092 0.001
H 0.013 -0.093 -0.217
H -0.181 -0.091 -0.188
H -0.136 0.021 0.088
C 0.189 0.410 0.075
O -0.136 0.123 -0.237
C 0.380 0.914 0.356
C -0.166 -1.868 0.854
O 0.231 0.406 -0.461
C -0.918 0.373 0.100
H -0.010 -0.132 -0.143
H 0.033 -0.251 -0.009
H -0.135 -0.115 0.123
H 0.162 -0.351 -0.114
H -0.292 -0.051 -0.242
H -0.149 0.239 -0.290
H 0.179 0.654 -0.365
H 0.065 -0.400 -0.106
H 0.263 0.172 0.075
H 0.412 -0.119 0.334
C -0.305 0.075 -0.373
O 0.731 0.127 0.545
C -0.710 -0.390 -0.881
C 0.004 0.196 0.724
O 0.073 0.113 -0.135
C -0.623 -1.083 -0.120
H 0.109 0.073 -0.114
H -0.167 0.011 0.060
H 0.019 -0.110 0.231
H 0.060 -0.026 0.087
H 0.332 0.227 0.241
H 0.109 0.095 -0.162
H 0.052 0.013 -0.310
H 0.148 0.021 0.051
H 0.332 0.350 0.170
H -0.127 0.405 0.106
C 0.043 -0.217 0.160
O -0.197 0.234 -0.087
C 0.479 -1.009 -0.600
C -0.182 1.403 -0.327
O -0.260 -0.291 0.158
C -0.066 -0.771 0.364
H -0.009 0.023 0.001
H 0.069 -0.052 0.072
H 0.002 0.018 -0.034
H -0.022 0.166 -0.087
H -0.121 -0.077 0.419
H 0.255 -0.345 0.363
H -0.081 -0.080 -0.110
H 0.078 0.228 -0.043
H -0.049 0.231 -0.072
H 0.043 0.303 -0.211
C 0.312 -0.022 -1.092
O -0.194 -0.425 0.787
C -0.094 0.562 -0.498
C 0.135 -0.192 0.439
O -0.231 0.138 -0.298
C 0.613 -0.840 -0.441
H 0.083 0.201 0.033
H -0.335 0.113 0.200
H 0.029 0.151 0.475
H 0.001 -0.149 0.065
H 0.024 -0.309 -0.018
H -0.041 0.201 -0.123
H -0.030 0.045 -0.053
H 0.019 0.273 0.298
H -0.365 0.025 0.355
H -0.024 0.258 -0.150
C 0.941 0.067 -0.953
O -0.122 -0.281 -0.173
C -0.411 0.360 0.940
C -0.361 -0.256 -0.884
O -0.710 0.002 0.200
C 0.865 -0.524 0.321
H -0.279 0.150 0.062
H -0.236 0.165 0.407
H -0.016 -0.136 0.253
H 0.054 -0.103 -0.128
H 0.127 0.125 -0.096
H 0.327 0.026 -0.066
H 0.125 0.070 0.274
H -0.206 0.167 0.142
H -0.042 0.081 0.092
H -0.080 0.142 -0.376
C 0.151 0.991 -0.980
O 0.124 -0.082 0.752
C 0.390 0.126 -0.291
C -0.066 -0.397 -0.717
O -0.329 0.296 0.348
C 0.886 -0.336 0.110
H 0.008 -0.160 0.145
H -0.208 -0.207 0.091
H 0.041 0.001 0.087
H -0.444 -0.235 0.329
H -0.166 -0.206 -0.039
H -0.074 0.005 0.048
H 0.248 0.003 0.318
H -0.176 -0.077 0.068
H -0.296 0.036 -0.255
H -0.109 0.257 -0.099
C -0.041 -0.139 0.146
O -0.270 -0.499 0.134
C -0.101 0.979 -0.071
C 0.497 -0.737 -0.169
O -0.290 -0.097 0.090
C 0.326 -0.232 -0.980
H 0.164 0.035 0.034
H -0.018 0.200 0.050
H -0.050 0.028 -0.032
H -0.040 -0.436 -0.024
H 0.082 -0.037 -0.114
H -0.177 0.127 0.103
H 0.036 0.400 0.013
H -0.077 0.457 0.260
H -0.138 -0.108 -0.025
H 0.103 0.070 0.556
C 0.168 -0.841 -0.232
O 0.043 -0.071 0.017
C 0.705 0.544 -0.714
C -0.417 -0.289 0.773
O -0.200 -0.119 -0.286
C -0.155 0.579 0.602
H 0.066 -0.054 0.167
H -0.244 0.433 -0.196
H 0.001 0.426 0.404
H -0.073 -0.177 0.276
H -0.099 -0.009 0.052
H -0.039 -0.081 -0.190
H 0.073 0.138 -0.087
H 0.131 -0.023 -0.275
H -0.046 -0.309 -0.221
H 0.135 -0.075 -0.066

Results
Structure (SMILES)   COCCOC.COCCOC.COCCOC.COCCOC.COCCOC.COCCOC.COCCOC.COCCOC.COCCOC.COCCOC.COCCOC
HOMO   -9.40 eV
LUMO   0.43 eV
Kohn-Sham gap   9.83 eV
ΔE to the lowest compared entry with this formula, charge and spin   0.0 kcal/mol